The following is a DFT calculation (ωB97M-V/def2-TZVPD) of a single C18H35NO5 molecule.

The geometry in XYZ format:
```
59
Properties=species:S:1:pos:R:3:forces:R:3:nbo_charge:R:1
O 1.123 -0.515 1.363 -0.2586 0.1762 0.1795 -0.608
C 1.882 -1.338 0.888 0.3525 -0.3751 -0.2232 0.667
C 1.752 -2.802 1.202 -0.2303 -0.0888 0.1321 -0.518
C 0.914 -3.490 0.107 -0.0899 0.1899 -0.0469 -0.375
C -0.523 -2.974 0.030 0.0799 -0.2301 0.1853 -0.411
C -1.377 -3.399 1.221 -0.1505 0.0621 -0.2594 -0.394
C -2.825 -2.915 1.126 0.1873 0.0424 0.2704 -0.379
C -2.972 -1.389 1.236 -0.0977 -0.1537 -0.3112 -0.413
C -3.261 -0.710 -0.103 -0.1212 0.2403 0.2751 -0.394
C -3.531 0.790 0.032 0.1983 -0.0417 0.0066 -0.398
C -2.341 1.623 0.513 0.0288 -0.2036 -0.2419 -0.399
C -1.167 1.640 -0.471 -0.2219 -0.1056 0.4723 -0.079
N -1.588 2.199 -1.757 -0.1326 -0.0907 -0.0997 -0.654
H -1.877 1.477 -2.405 -0.0496 0.0491 0.0303 0.374
C -0.524 3.021 -2.311 0.4415 -0.0085 -0.3318 -0.105
C 0.080 3.663 -1.051 0.1746 -0.4521 -0.1736 0.079
O -0.630 4.809 -0.671 -0.3842 0.3645 0.2248 -0.703
H -1.568 4.581 -0.662 -0.0264 0.0500 -0.0357 0.469
C -0.016 2.551 0.013 -0.4271 0.4337 -0.0570 0.074
O 1.222 1.874 0.082 0.3604 -0.3337 0.1732 -0.794
H 1.113 1.080 0.656 0.0850 0.0244 -0.1668 0.516
H -0.240 2.998 0.990 0.0087 -0.0183 -0.1472 0.188
H 1.118 3.978 -1.185 -0.0459 -0.0805 -0.0125 0.194
C 0.501 2.255 -3.171 -0.2411 0.3836 -0.0844 -0.073
O 1.024 1.109 -2.553 0.1740 -0.2389 0.3356 -0.749
H 1.321 1.370 -1.662 0.0054 -0.2052 -0.1153 0.485
H 1.308 2.948 -3.455 -0.1218 0.0002 -0.0742 0.161
H 0.012 1.905 -4.086 0.0213 0.1247 0.0183 0.174
H -0.965 3.800 -2.946 0.1966 0.0164 0.0677 0.208
H -0.774 0.618 -0.577 0.0367 0.1114 -0.0113 0.195
H -1.985 1.248 1.473 0.0263 0.0420 0.1370 0.202
H -2.683 2.650 0.658 0.0564 0.0816 0.0700 0.201
H -3.854 1.182 -0.934 -0.1030 0.0750 0.0082 0.209
H -4.353 0.931 0.738 -0.0917 0.0181 -0.0586 0.202
H -2.434 -0.880 -0.794 0.0619 -0.1006 -0.1272 0.192
H -4.148 -1.173 -0.543 0.0457 -0.0661 -0.0602 0.202
H -2.062 -0.975 1.671 0.0652 0.0661 0.1192 0.201
H -3.794 -1.152 1.916 0.0215 0.0752 0.0547 0.202
H -3.259 -3.260 0.185 -0.0789 -0.0624 -0.0336 0.193
H -3.387 -3.389 1.933 -0.0574 -0.0389 -0.0607 0.205
H -0.945 -3.011 2.145 0.0282 -0.0372 0.0946 0.195
H -1.374 -4.491 1.286 0.0744 -0.0410 0.0528 0.198
H -0.509 -1.886 -0.038 -0.0775 0.1076 -0.1177 0.205
H -0.980 -3.358 -0.885 -0.0356 0.0640 -0.0491 0.207
H 0.904 -4.563 0.308 0.0620 -0.0162 -0.0591 0.211
H 1.400 -3.335 -0.859 0.0446 -0.0999 -0.0272 0.206
H 2.740 -3.263 1.236 0.0507 0.0242 0.0419 0.224
H 1.261 -2.927 2.167 0.0805 0.0545 0.0336 0.228
C 2.997 -0.960 -0.046 0.1280 0.2370 0.0053 -0.533
H 3.244 -1.804 -0.689 -0.0728 0.0070 -0.0616 0.225
C 4.251 -0.569 0.760 -0.1434 0.3356 0.1299 -0.406
H 4.505 -1.370 1.458 0.0863 -0.0701 0.0223 0.200
C 4.100 0.740 1.549 0.1986 -0.3918 0.1386 -0.067
O 4.038 1.877 0.730 -0.0994 0.1790 -0.3604 -0.735
H 3.133 1.994 0.403 0.0363 0.0915 0.0995 0.493
H 3.230 0.682 2.215 0.0815 0.0205 0.0220 0.163
H 4.993 0.867 2.170 -0.1359 -0.0651 0.0182 0.180
H 5.078 -0.447 0.060 0.0390 -0.0604 0.0396 0.223
H 2.702 -0.115 -0.669 -0.0438 -0.0720 -0.0514 0.237
```
Positions in Å, forces in eV/Å.

strongest force on any atom: 0.61 eV/Å
structure (SMILES): O=C(CCCO)CCCCCCCCC[C@H]1N[C@H](CO)[C@@H](O)[C@@H]1O
HOMO-LUMO gap: 9.557 eV
LUMO: 0.7 eV